{"formula": "C5H8", "method": "wB97M-V/def2-TZVPD", "gap_ev": 10.43, "smiles": "C=C=C1CC1.[H][H]", "homo_energy_ev": -9.23, "energy_ev": -5310.5923, "e_lumo_ev": 1.20, "e_above_lowest_kj_mol": 344.9, "species": ["C", "C", "C", "C", "C", "H", "H", "H", "H", "H", "H", "H", "H"], "xyz": [[2.29559, -0.09975, -0.51350], [1.08626, -0.42985, -0.13982], [-0.16964, -0.51814, 0.13320], [-1.42082, 0.25344, -0.04136], [-1.41148, -1.08373, 0.67289], [2.92595, 0.51297, 0.12512], [2.67078, -0.35657, -1.49988], [-1.54401, 1.15574, 0.55164], [-1.85136, 0.30576, -1.03760], [-1.86314, -1.92761, 0.15794], [-1.55472, -1.07465, 1.75020], [0.12023, 1.97338, -1.07784], [0.84474, 1.85308, -1.18728]], "atomic_forces_ev_per_a": [[-0.05, -0.11, 0.06], [-0.13, 0.10, -0.01], [0.31, 0.12, -0.13], [-0.18, 0.17, -0.06], [-0.08, -0.18, 0.12], [-0.01, -0.20, 0.00], [0.00, -0.11, 0.15], [-0.01, -0.16, -0.03], [0.03, -0.07, 0.14], [0.13, 0.07, 0.08], [0.07, -0.05, -0.13], [0.04, 0.22, -0.12], [-0.13, 0.18, -0.06]], "mulliken_charge": [-1.09, 0.49, 0.42, -0.76, -0.61, 0.29, 0.27, 0.29, 0.27, 0.22, 0.22, 0.00, -0.02]}